The following is a DFT calculation (ωB97M-V with the def2-TZVPD basis set) of C17H9F5N3O2PtS as an isolated structure at a distorted geometry.

Output
**HOMO-LUMO gap**: 7.34 eV
**Spin multiplicity**: 1
**Max |F|**: 1.28 eV/Å
**Total charge**: -1
**Energy relative to the best compared isomer or geometry (same formula, charge and spin)**: 0.785 eV

```
38
C17H9F5N3O2PtS ωB97M-V with the def2-TZVPD basis set
Pt -0.962 0.333 -0.291
S -1.574 -1.704 -1.209
F 3.415 -2.073 1.570
F 0.774 -1.699 1.427
F 1.463 1.720 -1.788
F 5.104 -0.578 0.053
F 4.095 1.314 -1.623
O -0.606 2.225 3.857
O -1.491 0.720 2.418
N -3.768 -1.471 0.312
N -0.718 2.333 0.294
N -3.157 0.394 -1.075
C -4.706 -0.743 0.880
C -0.556 2.730 1.563
C -0.083 4.963 0.822
C -4.922 0.600 0.514
C -0.629 3.226 -0.704
C 0.985 0.033 -0.178
C -0.327 4.552 -0.484
C 3.778 -0.381 -0.020
C 1.546 -0.924 0.664
C -0.203 4.048 1.845
C 3.261 0.578 -0.867
C 1.890 0.766 -0.931
C -4.114 1.116 -0.459
C -5.484 -1.379 1.988
C 2.913 -1.138 0.749
C -3.010 -0.884 -0.634
C -0.904 1.764 2.746
H -5.687 1.197 0.990
H -0.067 4.295 2.888
H -5.558 -2.452 1.821
H -4.944 -1.220 2.924
H -4.217 2.142 -0.796
H 0.186 5.992 1.032
H -0.261 5.232 -1.321
H -0.780 2.832 -1.699
H -6.479 -0.943 2.086
```

---

The following is a DFT calculation (ωB97M-V with the def2-TZVPD basis set) of a 2-piece molecular cluster, C17H9F6N2O3S2 overall at a distorted geometry.

Output
**HOMO-LUMO gap**: 5.09 eV
**Spin multiplicity**: 1
**Max |F|**: 2.80 eV/Å
**Total charge**: -1
**Energy relative to the best compared isomer or geometry (same formula, charge and spin)**: 1.048 eV

```
39
C17H9F6N2O3S2 ωB97M-V with the def2-TZVPD basis set
S -1.675 2.929 2.279
S -4.170 2.020 3.312
F 3.654 -3.840 -4.208
F -5.638 1.854 1.123
F -6.725 2.168 3.032
F -5.671 3.838 2.059
F 1.937 -4.954 -3.348
F 3.955 -5.141 -2.491
O -3.214 -0.565 1.987
O -2.185 4.220 1.887
O -1.017 2.720 3.550
N 2.885 0.539 3.006
N -2.970 1.756 2.102
C 2.715 -3.108 -2.079
C -1.327 0.664 0.965
C -2.552 0.433 1.762
C 2.664 0.346 1.866
C 3.071 -4.246 -3.028
C 2.016 -0.802 -1.762
C 2.259 0.358 0.514
C -0.951 2.015 0.931
C 2.202 -1.913 -2.585
C 2.291 -0.805 -0.351
C 2.851 -3.209 -0.694
C -0.300 2.593 -0.152
C -0.567 0.469 -1.288
C -1.053 -0.171 -0.138
C 2.607 -2.111 0.151
C -0.189 1.808 -1.291
C -5.610 2.505 2.309
H 3.197 -4.165 -0.311
H 0.211 3.555 -0.043
H 1.653 0.112 -2.238
H 0.273 2.265 -2.176
H -1.247 -1.249 -0.065
H -0.340 -0.100 -2.188
H 2.774 -2.232 1.228
H 2.263 1.317 0.014
H 1.921 -1.876 -3.640
```

---

The following is a DFT calculation (ωB97M-V with the def2-TZVPD basis set) of C18H10AgClIN2O6 as an isolated structure.

Output
**HOMO-LUMO gap**: 8.60 eV
**Spin multiplicity**: 1
**Max |F|**: 0.10 eV/Å
**Total charge**: -1
**Energy relative to the best compared isomer or geometry (same formula, charge and spin)**: 0.000 eV

```
39
C18H10AgClIN2O6 ωB97M-V with the def2-TZVPD basis set
I -3.164 0.440 6.891
Ag 0.781 0.619 0.286
Cl 1.455 -1.963 -5.342
O 4.196 -1.897 -0.193
O 4.641 -3.285 -2.242
O -1.068 1.661 0.238
O -3.233 1.239 -0.089
O 2.694 -0.443 0.561
O 3.820 -3.490 -4.287
N 1.534 -0.318 -1.885
N 1.102 -0.493 -3.145
C -1.090 0.470 -2.798
C -2.849 0.741 4.842
C -1.615 1.192 4.401
C -3.881 0.487 3.951
C -0.958 1.738 -5.263
C 1.824 -1.455 -3.761
C 2.784 -1.913 -2.877
C -3.664 0.691 2.597
C 0.010 0.298 -3.622
C 2.536 -1.154 -1.701
C 3.196 -1.166 -0.332
C -2.434 1.137 2.129
C 3.795 -2.967 -3.195
C 0.095 0.937 -4.851
C -2.064 1.921 -4.443
C -2.242 1.352 0.632
C -2.125 1.299 -3.204
C -1.417 1.386 3.041
H -4.448 0.510 1.873
H -4.840 0.137 4.308
H -0.462 1.744 2.679
H 0.975 0.819 -5.466
H -2.871 2.567 -4.763
H -0.901 2.238 -6.222
H -1.131 -0.003 -1.828
H -2.948 1.460 -2.522
H -0.818 1.388 5.105
H 4.490 -2.732 -1.391
```

---

The following is a DFT calculation (ωB97M-V with the def2-TZVPD basis set) of C18H10AsCl2F6N4O2Ti as an isolated structure at a distorted geometry.

Output
**HOMO-LUMO gap (alpha / beta)**: 5.00 / 6.41 eV
**Spin multiplicity**: 4
**Max |F|**: 1.44 eV/Å

```
44
C18H10AsCl2F6N4O2Ti ωB97M-V with the def2-TZVPD basis set
As 0.298 0.271 3.691
Ti -0.002 0.035 0.767
Cl -3.559 -5.787 0.018
Cl -5.793 -3.562 0.037
F -0.669 -0.535 4.812
F 1.189 1.063 2.352
F -1.101 0.739 2.733
F 0.291 -1.160 2.635
F 0.279 1.731 4.531
F 1.763 -0.246 4.353
O -3.863 1.082 -0.308
O 1.081 -3.855 -0.330
N -1.952 -0.167 0.145
N 1.930 -0.444 0.130
N -0.431 1.928 0.069
N -0.179 -1.925 0.027
C -1.418 -2.441 0.069
C 4.533 -1.448 -0.060
C 3.003 0.360 0.185
C -4.134 -3.113 0.055
C -0.084 4.308 0.050
C -1.449 4.542 -0.054
C -2.457 -1.411 0.114
C -2.675 0.988 -0.063
C -2.295 3.450 -0.095
C 0.372 3.013 0.109
C -1.762 2.179 -0.027
C 2.173 -1.759 -0.039
C -1.794 -3.803 0.043
C 4.304 -0.092 0.092
C -3.817 -1.790 0.087
C -3.116 -4.125 0.041
C 3.440 -2.293 -0.129
C 0.966 -2.663 -0.126
H -1.837 5.551 -0.098
H -1.039 -4.571 0.019
H -3.369 3.541 -0.172
H 2.809 1.411 0.332
H 5.117 0.618 0.149
H 5.542 -1.835 -0.120
H 3.528 -3.364 -0.250
H 0.627 5.122 0.092
H -4.586 -1.036 0.099
H 1.430 2.823 0.198
```

---

The following is a DFT calculation (ωB97M-V with the def2-TZVPD basis set) of C18H10F2INO5RuS2 as an isolated structure.

Output
**HOMO-LUMO gap (alpha / beta)**: 8.27 / 6.55 eV
**Spin multiplicity**: 5
**Max |F|**: 0.52 eV/Å

```
40
C18H10F2INO5RuS2 ωB97M-V with the def2-TZVPD basis set
I 5.021 4.099 5.136
Ru -0.273 0.170 -0.782
S 0.141 1.903 -2.177
S 0.487 2.336 -4.487
F -3.105 -4.135 0.401
F 0.465 -3.310 3.275
O -0.073 1.402 1.078
O 1.648 0.503 0.106
O 1.888 2.082 -4.545
O -0.397 1.343 -5.031
O 0.034 3.688 -4.494
N -1.768 -0.792 -1.890
C -2.199 -0.358 -3.088
C -2.026 -3.389 0.715
C -3.187 -1.009 -3.791
C 1.674 2.092 3.304
C -1.334 -3.739 1.854
C 0.186 -1.893 1.426
C -3.751 -2.141 -3.236
C 3.755 3.171 3.784
C -1.654 -2.324 -0.088
C 2.074 1.933 1.984
C -0.230 -2.976 2.175
C 2.521 2.703 4.216
C -0.540 -1.558 0.295
C 3.313 2.394 1.562
C 1.181 1.258 1.023
C -2.301 -1.923 -1.343
C 4.156 3.030 2.461
C -3.306 -2.603 -2.008
H -3.491 -0.620 -4.752
H -1.645 -4.577 2.460
H 5.116 3.406 2.137
H 0.697 1.743 3.615
H 1.065 -1.343 1.732
H 3.616 2.261 0.531
H -1.725 0.524 -3.478
H 2.225 2.820 5.250
H -3.723 -3.494 -1.571
H -4.533 -2.678 -3.758
```

---

The following is a DFT calculation (ωB97M-V with the def2-TZVPD basis set) of a single C18H11F4NO molecule at a distorted geometry.

Output
**HOMO-LUMO gap**: 8.93 eV
**Spin multiplicity**: 1
**Max |F|**: 2.29 eV/Å

```
35
C18H11F4NO ωB97M-V with the def2-TZVPD basis set
F -4.710 -2.010 2.010
F 4.361 -2.015 1.933
F -3.279 2.494 1.605
F 2.955 2.529 1.810
O -1.083 -3.626 4.063
N -0.059 -1.581 4.575
C -0.571 -3.243 6.332
C -3.733 -1.060 2.096
C -2.454 -1.469 2.422
C 2.667 1.175 1.928
C 0.091 -2.501 7.253
C 1.117 -0.542 2.588
C 3.372 -1.069 1.993
C 0.740 -1.332 6.819
C 2.091 -1.493 2.286
C -1.454 -0.529 2.651
C -1.684 0.786 2.173
C 1.344 0.806 2.254
C -0.132 -1.170 3.171
C 3.712 0.276 1.865
C -4.065 0.273 1.874
C -0.614 -2.876 4.926
C -3.012 1.158 1.878
C 0.697 -0.924 5.512
H -0.169 -2.178 2.704
H 0.115 -2.790 8.301
H -2.207 -2.520 2.510
H 1.833 -2.543 2.348
H -5.086 0.582 1.693
H 1.287 -0.700 7.504
H 1.231 -0.028 5.162
H 4.743 0.592 1.757
H -1.106 -4.165 6.544
H 0.608 1.598 2.282
H -0.937 1.549 1.961
```

---

The following is a DFT calculation (ωB97M-V with the def2-TZVPD basis set) of C18H12AsF6MoNO11S4 as an isolated structure at a distorted geometry.

Output
**HOMO-LUMO gap (alpha / beta)**: 4.83 / 4.84 eV
**Spin multiplicity**: 1
**Max |F|**: 6.09 eV/Å
**Total charge**: +2

```
54
C18H12AsF6MoNO11S4 ωB97M-V with the def2-TZVPD basis set
Mo 1.595 -1.748 0.078
As 1.265 -1.628 -3.250
S 4.934 -1.028 0.807
S -3.388 5.491 0.363
S -0.060 -3.821 -0.588
S 3.630 -2.377 2.880
F 5.290 0.935 2.574
F 1.919 -1.734 4.770
F 5.929 1.304 0.396
F 3.879 1.643 1.100
F 2.334 0.030 3.565
F 3.965 -0.774 4.829
O 2.654 -2.437 -3.702
O 3.805 -1.360 -0.146
O 4.011 -3.506 3.663
O -0.268 -2.544 0.281
O 2.504 -2.674 1.883
O -5.089 3.595 1.108
O 6.223 -1.403 0.294
O 1.420 -3.856 -0.801
O -0.682 -5.007 -0.128
O 1.372 -0.886 -1.504
O 0.680 -0.143 -4.122
N 4.844 -1.691 2.205
C -0.952 -3.393 -2.069
C -2.259 -3.821 -2.148
C -0.432 -2.605 -3.134
C -2.300 -3.339 -4.476
C -1.650 3.691 -0.737
C -0.804 2.606 -0.644
C 4.931 0.828 1.238
C -2.314 4.117 0.426
C -4.824 4.750 1.245
C 2.846 -1.112 4.056
C -1.458 2.307 1.720
C -0.623 1.925 0.611
C 0.901 -0.242 0.931
C 0.235 0.789 0.777
C -1.045 -2.704 -4.362
C -2.881 -3.947 -3.400
C -2.207 3.421 1.662
C -5.621 5.803 1.992
H -2.757 -4.168 -1.225
H -0.280 2.358 -1.509
H -5.057 6.020 2.899
H -2.782 -3.383 -5.429
H -2.556 3.931 2.567
H -6.687 5.457 2.227
H -1.728 4.141 -1.711
H -3.772 -4.505 -3.527
H -5.564 6.728 1.445
H -0.511 -2.281 -5.183
H 0.914 0.526 -3.441
H -1.530 1.721 2.641
```

---

The following is a DFT calculation (ωB97M-V with the def2-TZVPD basis set) of a single C18H12BrClN2O molecule at a distorted geometry.

Output
**HOMO-LUMO gap**: 8.34 eV
**Spin multiplicity**: 1
**Max |F|**: 2.97 eV/Å

```
35
C18H12BrClN2O ωB97M-V with the def2-TZVPD basis set
Br 4.433 5.345 -1.633
Cl -3.431 -1.537 5.112
O -0.924 -3.187 0.756
N 0.734 0.548 1.534
N 0.068 -1.524 -0.397
C 0.970 -1.635 -2.462
C 3.633 2.784 -0.532
C 1.118 -0.289 -1.996
C -2.200 -1.004 3.978
C 0.403 0.955 0.164
C -1.586 0.201 4.242
C -1.860 -1.718 2.847
C -0.549 0.647 3.426
C 3.185 4.032 -1.013
C 2.744 1.851 -0.060
C 1.363 2.063 -0.194
C -0.259 -0.022 2.290
C 1.816 4.257 -1.110
C 0.506 -0.241 -0.726
C -0.875 -1.246 1.975
C 0.884 3.268 -0.667
C -0.566 -2.025 0.766
C 0.330 -2.355 -1.486
H -2.372 -2.664 2.735
H -0.643 1.341 0.131
H -0.015 1.537 3.719
H 0.180 -3.431 -1.497
H 4.683 2.596 -0.498
H 1.558 0.536 -2.582
H 3.153 0.899 0.291
H 1.421 5.150 -1.544
H -1.808 0.781 5.142
H 1.305 -2.084 -3.407
H -0.183 3.443 -0.798
H 1.306 1.247 2.018
```

---

The following is a DFT calculation (ωB97M-V with the def2-TZVPD basis set) of C18H12IrN4O6Se as an isolated structure.

Output
**HOMO-LUMO gap**: 6.94 eV
**Spin multiplicity**: 1
**Max |F|**: 0.20 eV/Å
**Total charge**: -1
**Energy relative to the best compared isomer or geometry (same formula, charge and spin)**: 0.000 eV

```
42
C18H12IrN4O6Se ωB97M-V with the def2-TZVPD basis set
Ir 0.559 0.416 -0.270
Se 2.274 1.835 -1.970
O 1.628 3.171 -2.604
O 2.077 1.878 -0.275
O -2.898 -1.146 -1.743
O 1.232 0.502 -2.223
O 2.422 -2.289 2.197
O 3.782 1.520 -2.407
N 1.553 -1.260 0.302
N 0.459 0.582 1.759
N -0.818 -0.957 -0.733
N -0.929 1.710 -0.900
C -3.147 3.044 -1.827
C -0.184 1.536 2.440
C -2.015 1.015 -1.297
C -0.941 -3.352 -1.410
C 1.690 0.021 3.720
C 1.899 -1.357 1.598
C 1.003 -4.719 -0.989
C -0.294 -2.262 -0.839
C 1.017 -2.410 -0.336
C -0.283 -4.575 -1.484
C -3.143 1.660 -1.766
C 1.043 1.021 4.422
C 0.081 1.785 3.771
C -2.021 3.745 -1.430
C 1.655 -3.635 -0.411
C -0.920 3.041 -0.972
C 1.379 -0.173 2.387
C -1.953 -0.509 -1.281
H 2.425 -0.636 4.165
H -4.020 3.572 -2.192
H -0.458 2.569 4.283
H -0.912 2.108 1.881
H 0.003 3.522 -0.681
H -0.787 -5.420 -1.936
H 1.507 -5.676 -1.050
H -1.975 4.823 -1.485
H 2.654 -3.728 -0.009
H -3.977 1.050 -2.082
H 1.275 1.204 5.463
H -1.943 -3.227 -1.789
```

---

The following is a DFT calculation (ωB97M-V with the def2-TZVPD basis set) of C18H13BIrNO6 as an isolated structure.

Output
**HOMO-LUMO gap**: 7.85 eV
**Spin multiplicity**: 1
**Max |F|**: 0.74 eV/Å
**Energy relative to the best compared isomer or geometry (same formula, charge and spin)**: 0.129 eV

```
40
C18H13BIrNO6 ωB97M-V with the def2-TZVPD basis set
Ir 0.481 -0.073 0.438
O 3.169 -0.430 -0.946
O -1.405 -7.709 0.910
O 1.002 -2.032 0.307
O -2.904 -6.836 -0.365
O 3.322 0.971 0.854
O -1.216 -0.978 -1.175
N -1.869 -6.780 0.276
C -1.526 -2.159 -1.203
C -1.632 -4.452 -0.425
C 5.570 -0.358 -1.561
C -1.156 0.237 2.208
C 4.471 -0.027 -0.800
C 0.744 -4.235 1.008
C -0.602 1.793 0.594
C -0.958 -3.231 -0.408
C 5.762 1.383 0.680
C 0.266 -3.096 0.319
C 6.786 0.203 -1.179
C 0.226 0.649 2.396
C 6.881 1.054 -0.083
C 4.567 0.823 0.292
C 0.054 -5.417 1.004
C 0.488 1.749 1.502
C -1.140 -5.518 0.285
C -1.646 0.916 1.118
B 2.451 0.183 0.085
H 0.417 -6.282 1.540
H -0.719 2.485 -0.223
H 5.825 2.043 1.534
H -1.659 -0.536 2.767
H -2.352 -2.470 -1.868
H -2.546 -4.565 -0.994
H 1.364 2.374 1.506
H 0.872 0.347 3.205
H 1.680 -4.137 1.541
H 5.484 -1.022 -2.410
H 7.677 -0.030 -1.747
H -2.600 0.750 0.643
H 7.843 1.471 0.184
```

---

The following is a DFT calculation (ωB97M-V with the def2-TZVPD basis set) of C18H13F3N3O6S as an isolated structure at a distorted geometry.

Output
**HOMO-LUMO gap**: 5.40 eV
**Spin multiplicity**: 1
**Max |F|**: 3.14 eV/Å
**Total charge**: -1
**Energy relative to the best compared isomer or geometry (same formula, charge and spin)**: 0.000 eV

```
44
C18H13F3N3O6S ωB97M-V with the def2-TZVPD basis set
S 4.055 -0.092 -1.430
F 5.550 -2.000 -0.334
F 5.980 0.032 0.371
F 6.666 -0.628 -1.638
O -1.953 6.080 0.701
O 2.602 1.010 0.919
O -1.433 5.569 2.773
O -4.496 -4.134 -2.421
O 3.001 -3.052 -1.264
O -5.578 -2.288 -2.905
N -4.587 -2.880 -2.428
N 3.073 -0.946 -0.260
N -1.376 5.347 1.538
C 1.873 -2.553 0.919
C -0.719 4.131 1.132
C -0.308 3.241 2.147
C -0.766 3.674 -0.197
C -0.577 -0.100 0.512
C -1.506 -2.168 -0.534
C -3.537 -2.135 -1.821
C -0.090 1.908 1.832
C 5.642 -0.707 -0.734
C -0.541 2.328 -0.498
C 1.590 -1.189 1.459
C 2.482 -0.204 0.762
C -0.390 1.381 0.546
C -3.540 -0.724 -1.789
C -1.452 -0.750 -0.511
C 2.691 -2.305 -0.355
C -2.473 -0.043 -1.204
C -2.493 -2.855 -1.217
H -1.137 -0.303 1.462
H -2.480 -3.943 -1.261
H -2.529 1.048 -1.201
H -1.008 4.421 -0.947
H 1.616 -1.057 2.547
H -0.478 2.029 -1.545
H -4.385 -0.210 -2.232
H 0.304 1.247 2.619
H 2.386 -3.227 1.624
H -0.235 3.626 3.162
H -0.813 -2.738 0.090
H 0.913 -3.010 0.656
H 0.457 -0.836 0.956
```

---

The following is a DFT calculation (ωB97M-V with the def2-TZVPD basis set) of C18H13N3O2OsS as an isolated structure.

Output
**HOMO-LUMO gap (alpha / beta)**: 6.27 / 6.27 eV
**Spin multiplicity**: 1
**Max |F|**: 0.51 eV/Å
**Total charge**: +2

```
38
C18H13N3O2OsS ωB97M-V with the def2-TZVPD basis set
Os 0.069 -0.650 0.530
S 0.081 0.844 -0.919
O 1.265 -3.578 3.039
O -1.194 -2.868 3.667
N -1.869 -0.364 1.309
N 1.979 -1.492 0.312
N 0.047 -1.924 1.932
C 3.476 -3.122 1.236
C 0.542 3.366 -1.739
C 4.146 -1.801 -0.625
C 1.195 -2.764 2.188
C 2.270 -2.451 1.204
C -0.755 2.899 -4.187
C -4.040 0.598 1.492
C -2.175 -1.153 2.349
C 4.439 -2.787 0.296
C -0.680 1.874 -3.274
C -0.033 2.116 -2.047
C -4.348 -0.218 2.563
C 2.909 -1.175 -0.592
C -1.109 -2.099 2.775
C -0.190 4.139 -3.886
C -2.795 0.499 0.888
C 0.454 4.374 -2.670
C -3.390 -1.118 3.004
H 1.035 3.519 -0.787
H 0.885 5.343 -2.461
H -1.105 0.900 -3.482
H 2.659 -0.405 -1.303
H -0.251 4.938 -4.614
H 5.396 -3.289 0.286
H -1.250 2.743 -5.135
H -2.537 1.127 0.051
H -5.313 -0.159 3.046
H -4.754 1.315 1.112
H -3.562 -1.787 3.835
H 4.865 -1.507 -1.377
H 3.637 -3.884 1.986
```

---

Per-record E_tot, eV: -54011.785; -64873.178; -58720.158; -154193.631; -68342.037; -33250.826; -165188.207; -106453.290; -105293.785; -36165.963; -54614.557; -40727.636